1.
The following is a DFT calculation (wB97M-V/def2-TZVPD) of a 2-piece molecular cluster, C4H8O2 overall.

Calculated values
Relative energy (zero: lowest compared OMol25 entry of this formula, charge and spin) in kJ/mol: 244.2
Total charge: 0

Geometry as XYZ:
```
14
C4H8O2 | the OMol25 dataset | wB97M-V/def2-TZVPD
C 0.62583 1.97548 0.79236
C 0.47728 0.75392 1.29601
C -0.61373 -0.19980 0.89418
O -1.22380 0.12812 -0.34325
C 0.07570 -1.79444 -1.86487
O 1.06143 -1.96012 -1.19008
H 1.45219 2.61847 1.07941
H -0.54236 0.56149 -0.87497
H -0.08694 2.38955 0.08127
H 1.18633 0.36795 2.02783
H -0.19452 -1.21592 0.86223
H -1.41266 -0.19664 1.64620
H -0.85594 -2.36707 -1.71096
H 0.05118 -1.06101 -2.69536
```

Just the Mulliken charges please, in e? Sure, here they are:
1 C -0.73
2 C -0.08
3 C -0.32
4 O -0.52
5 C -0.13
6 O -0.41
7 H 0.25
8 H 0.28
9 H 0.28
10 H 0.28
11 H 0.26
12 H 0.32
13 H 0.24
14 H 0.28

2.
The following is a DFT calculation (wB97M-V/def2-TZVPD) of an isolated ion of composition C3H10N4 and charge +2 in a non-equilibrium geometry.

Calculated values
Relative energy (zero: lowest compared OMol25 entry of this formula, charge and spin) in kJ/mol: 129.2
Total charge: +2

Geometry as XYZ:
```
17
C3H10N4 | the OMol25 dataset | wB97M-V/def2-TZVPD
C 0.16187 -0.14306 -0.55869
C -1.34209 0.09554 -0.06259
C 1.18585 0.39006 0.39941
N 0.58705 -1.42548 -0.32419
N -1.97918 -0.97493 0.11691
N -1.66372 1.31247 0.08482
N 2.41882 0.93457 0.13442
H 0.36717 0.19343 -1.67232
H 0.83424 0.59314 1.40456
H 0.39771 -1.87814 0.60030
H -1.59848 -1.86387 -0.16576
H -2.85530 -1.02397 0.60314
H -0.91531 2.00331 -0.07096
H -2.61884 1.62484 0.28470
H 1.21554 -2.02449 -0.82220
H 2.68727 1.09780 -0.83879
H 3.11740 1.08878 0.88724
```

Just the Mulliken charges please, in e? Sure, here they are:
1 C 0.19
2 C 0.37
3 C -0.21
4 N -0.62
5 N -0.27
6 N -0.29
7 N -0.27
8 H 0.48
9 H 0.45
10 H 0.31
11 H 0.27
12 H 0.25
13 H 0.25
14 H 0.29
15 H 0.23
16 H 0.29
17 H 0.30

3.
The following is a DFT calculation (wB97M-V/def2-TZVPD) of a 3-piece molecular cluster, C4H15N2O3 overall in a non-equilibrium geometry.

Calculated values
Relative energy (zero: lowest compared OMol25 entry of this formula, charge and spin) in kJ/mol: 379.3
Total charge: +1

Geometry as XYZ:
```
24
C4H15N2O3 | the OMol25 dataset | wB97M-V/def2-TZVPD
N 1.12644 0.31949 1.21726
C 0.59763 0.46897 -0.12020
C 0.45669 -1.02852 -0.80688
N -0.42416 -1.25706 -1.78560
C -1.46724 -0.19046 -2.04019
C -2.78809 -0.30376 -1.32139
O 1.19582 -1.84460 -0.26572
H 2.13767 0.65736 1.35849
H 1.29074 -0.69969 1.50346
H 0.67467 0.71822 2.00437
H -0.25553 1.00791 -0.32464
H 1.38535 0.85271 -0.66966
H -0.50547 -2.04388 -2.17825
H -1.04485 0.83559 -1.86475
H -1.64640 -0.17180 -3.24024
H -3.58252 -0.43555 -2.07251
H -2.81670 0.50214 -0.56628
H -2.77481 -1.38664 -0.75269
H -1.23235 2.46276 2.60790
H 0.08014 2.74403 3.17738
O -0.35362 1.95552 2.89477
H 3.73334 -1.47333 1.71771
H 2.95792 -0.92373 0.30555
O 3.25533 -0.76568 1.22211
```

Just the Mulliken charges please, in e? Sure, here they are:
1 N -0.26
2 C -0.94
3 C 0.71
4 N -0.09
5 C -0.56
6 C -0.77
7 O -0.70
8 H 0.45
9 H 0.52
10 H 0.21
11 H 0.51
12 H 0.37
13 H 0.06
14 H 0.34
15 H 0.39
16 H 0.31
17 H 0.24
18 H 0.24
19 H 0.35
20 H 0.34
21 O -0.72
22 H 0.32
23 H 0.36
24 O -0.68

4.
The following is a DFT calculation (wB97M-V/def2-TZVPD) of one molecule with the formula C6H10NO2P in a non-equilibrium geometry.

Calculated values
Relative energy (zero: lowest compared OMol25 entry of this formula, charge and spin) in kJ/mol: 252.0
Total charge: 0

Geometry as XYZ:
```
20
C6H10NO2P | the OMol25 dataset | wB97M-V/def2-TZVPD
C 0.01735 -1.09823 0.68368
C 0.65639 0.19415 0.54032
C -1.39083 -0.96996 0.64576
C -0.15160 1.24586 0.59056
C 2.82571 -0.62151 -0.31833
C -2.35570 0.69549 -1.12416
N 2.04054 0.35803 0.48947
O -2.26497 -2.02699 0.33149
O 0.22740 2.54396 0.67633
P -1.94192 0.74169 0.71146
H 0.70231 -2.00633 0.63401
H 3.09605 -1.54021 0.19391
H 2.22000 -0.81250 -1.21878
H 3.88254 -0.25183 -0.57569
H -3.15009 -0.05231 -1.08986
H -1.67056 0.54986 -1.95345
H -2.87174 1.59478 -1.25928
H 2.44428 1.18131 0.74221
H -1.72838 -2.81938 0.47645
H -0.58676 3.09410 0.82389
```

Just the Mulliken charges please, in e? Sure, here they are:
1 C -0.36
2 C 0.26
3 C 0.44
4 C 0.18
5 C -0.98
6 C -1.07
7 N -0.28
8 O -0.50
9 O -0.57
10 P -0.17
11 H 0.21
12 H 0.28
13 H 0.33
14 H 0.30
15 H 0.33
16 H 0.33
17 H 0.38
18 H 0.23
19 H 0.31
20 H 0.35

5.
The following is a DFT calculation (wB97M-V/def2-TZVPD) of a 2-piece molecular cluster, C8H12O2S overall in a non-equilibrium geometry.

Calculated values
Relative energy (zero: lowest compared OMol25 entry of this formula, charge and spin) in kJ/mol: 235.2
Total charge: 0

Geometry as XYZ:
```
23
C8H12O2S | the OMol25 dataset | wB97M-V/def2-TZVPD
C -2.40020 1.40505 -0.40909
C -3.59726 0.67034 -0.60425
C -1.89028 -0.69681 0.75504
C -1.48872 0.71578 0.40075
C 0.86709 -0.57554 -1.52644
C 3.56851 -1.04111 0.65796
C -0.18914 1.09644 0.67876
C 1.50677 -0.77802 -0.33971
O 0.33110 2.18572 0.10996
O 2.80363 -0.37901 -0.29537
S -3.64092 -0.92270 0.11560
H -2.16997 2.44557 -0.86593
H -4.45047 0.97675 -1.19729
H -1.93742 -0.73768 1.79074
H -0.07449 -1.03033 -1.56728
H -1.24963 -1.52021 0.42459
H 1.45580 -0.21962 -2.32348
H 3.05366 -1.16715 1.62109
H 4.54562 -0.49265 0.76802
H 3.77034 -2.09052 0.28385
H 0.54682 0.58902 1.28432
H 0.95012 -1.29204 0.39794
H -0.31097 2.85871 -0.15980
```

Just the Mulliken charges please, in e? Sure, here they are:
1 C -0.79
2 C -0.39
3 C -0.78
4 C 1.01
5 C -0.89
6 C -0.66
7 C -0.48
8 C -0.21
9 O -0.50
10 O -0.35
11 S -0.20
12 H 0.09
13 H 0.39
14 H 0.51
15 H 0.28
16 H 0.29
17 H 0.32
18 H 0.31
19 H 0.24
20 H 0.28
21 H 0.63
22 H 0.62
23 H 0.28

6.
The following is a DFT calculation (wB97M-V/def2-TZVPD) of a 5-piece molecular cluster, CH12O4 overall in a non-equilibrium geometry.

Calculated values
Relative energy (zero: lowest compared OMol25 entry of this formula, charge and spin) in kJ/mol: 79.8
Total charge: 0

Geometry as XYZ:
```
17
CH12O4 | the OMol25 dataset | wB97M-V/def2-TZVPD
C -0.48524 1.56224 -1.02299
H -0.81733 1.40364 -2.04587
H -0.70223 0.76575 -0.33544
H -0.98266 2.43389 -0.60691
H 0.56389 1.84451 -1.10305
H -0.55589 -0.99877 -1.64466
H -0.27622 -1.79936 -0.40696
O -0.99859 -1.45905 -0.92698
H 1.76596 0.27634 2.11339
H 0.30788 -0.12765 2.16051
O 1.18686 -0.39663 2.47548
H 2.58094 -0.65074 -1.69535
H 1.62599 0.16636 -0.88740
O 1.68676 -0.65590 -1.34910
H -2.01688 -1.10534 1.12203
H -1.46189 -0.73045 2.54658
O -1.42134 -0.52885 1.60670
```

Just the Mulliken charges please, in e? Sure, here they are:
1 C -0.78
2 H 0.27
3 H 0.03
4 H 0.31
5 H 0.23
6 H 0.27
7 H 0.34
8 O -0.62
9 H 0.32
10 H 0.36
11 O -0.63
12 H 0.28
13 H 0.30
14 O -0.58
15 H 0.29
16 H 0.29
17 O -0.68

7.
The following is a DFT calculation (wB97M-V/def2-TZVPD) of C13H19N2PdS3SeSi as an isolated structure.

Calculated values
2S+1: 5
Relative energy (zero: lowest compared OMol25 entry of this formula, charge and spin) in kJ/mol: 12.4
Total charge: +1
⟨S²⟩: 6.0339

Geometry as XYZ:
```
40
C13H19N2PdS3SeSi | the OMol25 dataset | wB97M-V/def2-TZVPD
Pd 0.84244 -0.57715 -0.09569
S 2.95835 -0.43962 -1.21411
C 3.36025 1.21905 -1.17490
C 4.63087 1.62053 -1.64602
C 4.99171 2.93682 -1.63990
C 4.10473 3.93320 -1.16018
C 2.87855 3.58237 -0.68910
C 2.46832 2.21761 -0.67469
S 0.93124 1.85009 -0.07863
H 5.30913 0.86457 -2.01836
H 5.96616 3.22839 -2.00813
H 4.40857 4.97065 -1.17075
H 2.18802 4.32653 -0.31563
C -4.85497 -0.46445 -0.49664
Si -3.48693 0.04899 -1.64309
C -3.25499 1.88894 -1.76323
C -3.47302 -0.85319 -3.26400
Se -1.51389 -0.64203 -0.51175
H -5.76231 0.09136 -0.74584
H -4.61189 -0.25265 0.54473
H -5.07343 -1.52830 -0.59330
H -4.17034 2.33499 -2.16159
H -2.43291 2.14185 -2.43277
H -3.06394 2.34205 -0.78979
H -4.41715 -0.68080 -3.78705
H -3.36862 -1.92899 -3.11919
H -2.66158 -0.50765 -3.90432
C -0.90606 -3.55335 2.62815
N 0.21595 -2.67480 2.92869
C 0.41781 -1.99840 4.11876
C 1.56418 -1.29892 3.99497
N 2.03532 -1.54978 2.72460
C 1.20804 -2.39528 2.06702
S 1.40220 -2.96342 0.46321
H -1.57836 -3.54805 3.48074
H -0.54761 -4.56371 2.44586
H -1.42457 -3.18893 1.74287
H -0.26983 -2.08057 4.94052
H 2.07076 -0.64675 4.68200
H 2.91980 -1.26122 2.33653
```

Just the Mulliken charges please, in e? Sure, here they are:
1 Pd -0.44
2 S -0.17
3 C 0.71
4 C -0.68
5 C -0.44
6 C -0.52
7 C -0.60
8 C 0.66
9 S -0.27
10 H 0.43
11 H 0.38
12 H 0.38
13 H 0.43
14 C -0.95
15 Si 0.40
16 C -0.97
17 C -0.99
18 Se 0.25
19 H 0.34
20 H 0.34
21 H 0.30
22 H 0.35
23 H 0.31
24 H 0.33
25 H 0.34
26 H 0.33
27 H 0.31
28 C -0.72
29 N 0.22
30 C -0.10
31 C -0.58
32 N -0.02
33 C -0.11
34 S -0.24
35 H 0.30
36 H 0.33
37 H 0.25
38 H 0.43
39 H 0.42
40 H 0.25

Electronic energy (Ha)
-307.619410; -338.665832; -496.331986; -781.119592; -860.554057; -346.233771; -4629.444063